No. 1
C34H25BrClCoN3O7S | ωB97M-V/def2-TZVPD

## Properties
<S²>: 6.080
LUMO energy (spin up / spin down) in Eh: 0.0497 / -0.0083
Highest occupied orbital energy (spin up / spin down) in hartree: -0.154 / -0.209
2S+1: 5
Charge: -1

CARTESIAN COORDINATES (ANGSTROEM)
C (-1.083, -3.116, 3.417)
C (0.801, 5.388, -4.148)
C (-1.840, -3.336, 2.119)
H (-3.144, 0.928, 5.246)
H (-1.681, 1.124, 1.230)
O (0.983, 1.308, -4.072)
C (0.062, 1.054, 4.134)
H (6.002, 0.761, -0.907)
H (1.995, -3.841, 0.693)
C (0.790, 5.509, -1.761)
H (-0.804, 0.954, 6.084)
Br (-4.063, 0.429, -3.549)
O (-0.777, 0.691, -0.526)
H (-3.553, 1.006, 2.792)
H (0.678, 7.225, -3.026)
H (-0.624, -4.042, 3.772)
O (0.019, -3.863, 0.522)
C (1.159, -3.439, 1.265)
C (1.112, 1.813, -2.978)
C (-1.796, 0.087, -1.092)
N (0.923, 1.150, 1.842)
C (0.896, 4.003, -4.082)
H (0.650, -2.863, -3.728)
Cl (-5.787, -3.309, 1.286)
C (-0.463, -1.481, -2.533)
C (1.435, -1.936, 1.391)
C (-1.588, -0.673, -2.392)
C (5.209, 0.883, -0.181)
C (-2.541, 1.033, 3.183)
Co (1.038, 0.772, -0.146)
C (5.476, 1.102, 1.188)
C (4.446, 1.251, 2.071)
C (0.948, 3.332, -2.871)
C (-1.294, -3.678, 0.872)
C (-0.229, -2.229, -3.674)
C (-1.483, 1.099, 2.286)
H (6.501, 1.143, 1.538)
C (-2.234, -1.351, -4.639)
S (0.845, 3.459, -0.084)
C (0.752, 6.147, -2.981)
N (2.089, 1.285, 2.440)
H (-0.306, -2.363, 3.353)
C (-2.141, -3.935, -0.206)
C (-2.482, -0.632, -3.476)
O (-2.915, 0.241, -0.651)
O (1.992, -1.568, 2.430)
H (-3.682, -2.949, 3.135)
N (2.884, 0.960, 0.277)
H (1.081, 1.034, 4.487)
C (-2.314, 0.985, 4.551)
O (1.171, -1.225, 0.346)
C (-3.511, -3.835, -0.107)
C (0.881, 4.096, -1.672)
H (0.740, 6.074, -0.839)
C (-4.052, -3.470, 1.110)
H (1.191, -3.874, 2.258)
H (0.936, 3.397, -4.977)
C (3.904, 0.826, -0.586)
H (-2.928, -1.268, -5.466)
H (0.213, -1.580, -1.701)
C (-1.001, 1.001, 5.017)
H (-0.931, -2.719, -5.649)
C (-1.112, -2.157, -4.738)
H (-4.145, -4.006, -0.967)
H (3.629, 0.667, -1.620)
H (0.767, 5.879, -5.113)
O (1.461, 1.182, -1.907)
H (4.598, 1.408, 3.132)
H (-1.677, -4.198, -1.151)
H (-1.788, -2.789, 4.182)
C (3.116, 1.168, 1.605)
C (-3.233, -3.230, 2.190)
C (-0.169, 1.106, 2.750)

---

No. 2
C34H25F3MnN5PS3 | ωB97M-V/def2-TZVPD

## Properties
<S²>: 3.927
LUMO energy (spin up / spin down) in Eh: -0.2624 / -0.2897
Highest occupied orbital energy (spin up / spin down) in hartree: -0.492 / -0.495
2S+1: 4
Charge: +2

CARTESIAN COORDINATES (ANGSTROEM)
C (1.918, 0.039, 1.757)
P (1.283, -0.522, 0.150)
C (-3.623, -0.832, 1.023)
H (-0.875, 3.283, 0.629)
H (-5.634, -1.596, 1.417)
C (-3.751, 0.613, 1.020)
C (-1.996, 1.544, -2.274)
H (1.642, -0.095, -2.790)
H (1.115, 4.313, -0.591)
C (3.251, 0.124, 2.068)
C (-4.580, -1.749, 1.256)
C (3.350, -3.996, 0.099)
H (1.336, 4.166, -3.042)
N (-2.335, -1.349, 0.849)
H (4.688, 0.670, 3.572)
C (2.387, -3.025, 0.311)
S (-4.418, 3.042, 1.285)
C (-2.335, -2.664, 0.989)
H (2.990, 1.230, 5.263)
C (-0.464, 0.214, 2.360)
H (1.579, -3.215, 1.007)
S (-0.319, -1.904, -1.744)
H (0.596, 1.259, 5.980)
N (-1.251, -3.440, 0.942)
C (1.514, 2.027, -3.057)
C (1.212, 3.344, -1.067)
N (-1.424, 0.464, -1.724)
F (0.520, -1.520, -4.930)
H (-1.336, -4.438, 1.023)
H (-5.835, 1.053, 1.533)
Mn (-0.973, 0.108, 0.412)
C (-0.822, -1.616, -4.808)
H (-1.767, 0.838, 5.431)
C (0.311, 0.957, 4.980)
H (-2.168, 0.613, -5.505)
H (5.376, -2.287, -2.004)
H (3.264, -4.956, 0.590)
C (-1.325, -0.518, -3.902)
C (-1.955, 0.585, -4.445)
C (1.425, 0.941, -0.915)
H (1.233, 2.245, 0.788)
H (1.627, 1.966, -4.132)
C (3.635, 0.587, 3.338)
C (3.573, -1.515, -1.150)
N (-1.839, 3.561, 0.692)
H (-2.773, 2.530, -4.003)
C (-4.832, 1.370, 1.301)
C (-2.782, 2.624, 0.904)
H (-2.030, 4.515, 0.950)
C (-1.388, 0.355, 3.373)
C (4.536, -2.493, -1.355)
C (-1.087, -0.564, -2.521)
C (1.247, 2.187, -0.298)
H (-2.213, 2.366, -1.605)
C (2.490, -1.784, -0.319)
C (-2.296, 1.644, -3.612)
H (3.686, -0.552, -1.630)
C (4.426, -3.729, -0.736)
C (2.689, 0.898, 4.277)
S (-3.903, -3.333, 1.285)
H (-0.387, -3.056, 0.610)
F (-1.355, -1.520, -6.026)
H (5.186, -4.482, -0.894)
C (1.309, 0.762, 4.000)
N (-2.582, 1.328, 0.787)
F (-1.097, -2.841, -4.334)
H (4.004, -0.168, 1.346)
C (0.913, 0.354, 2.699)
C (1.542, 0.867, -2.303)
C (-1.003, 0.727, 4.673)
H (-2.443, 0.184, 3.196)
C (1.346, 3.265, -2.444)

---

No. 3
C34H26AsF6N2O3PRbS | ωB97M-V/def2-TZVPD

## Properties
<S²>: 0.760
LUMO energy (spin up / spin down) in Eh: 0.1361 / 0.1360
ΔE to the lowest compared entry with this formula, charge and spin in kJ/mol: 7.2
Highest occupied orbital energy (spin up / spin down) in hartree: -0.058 / -0.058
2S+1: 2
Charge: -2

CARTESIAN COORDINATES (ANGSTROEM)
C (2.679, 2.773, -3.689)
H (-1.596, -0.249, 3.677)
S (-3.446, 3.919, 4.940)
O (-2.933, 1.634, 3.099)
F (-3.593, 4.475, -2.442)
C (3.173, 2.724, -2.382)
C (1.837, -1.801, -1.813)
H (-6.459, -0.816, -0.694)
H (-4.575, 0.504, 0.265)
H (-3.954, -4.276, -0.949)
F (-4.588, 2.352, -3.211)
C (5.294, 3.541, -3.225)
C (2.287, -0.562, -1.384)
H (1.651, 2.485, -3.880)
H (6.317, 3.842, -3.032)
H (3.990, 1.275, 0.101)
P (1.999, 2.268, -1.030)
H (0.266, -2.885, -2.801)
C (-4.071, -3.234, -0.679)
C (-4.449, -0.539, 0.005)
C (-2.996, -2.517, -0.142)
H (3.541, 2.849, 0.737)
H (4.105, -3.891, 1.667)
C (-1.062, 1.191, 6.689)
As (-3.196, 2.803, -2.287)
C (-1.271, -4.356, -0.411)
C (-1.621, 0.432, 4.515)
H (0.300, -5.788, -0.559)
N (-2.360, 1.543, 4.266)
C (-5.302, -2.621, -0.867)
H (-0.299, 1.339, -2.449)
C (-3.269, -1.205, 0.170)
C (2.241, -4.422, 0.793)
F (-2.771, 1.111, -2.104)
H (-1.977, -4.944, -0.979)
H (5.416, 3.902, -5.339)
H (-6.121, -3.195, -1.283)
C (-2.502, 2.539, 5.223)
C (0.627, -1.912, -2.489)
H (3.069, 3.207, -5.747)
C (-1.814, 2.311, 6.441)
H (-1.094, -0.842, -3.224)
H (3.301, -1.646, 2.442)
H (2.578, -5.392, 0.440)
C (1.531, 0.587, -1.615)
F (-4.108, 2.684, -0.805)
H (-1.915, 3.090, 7.183)
C (-0.962, 0.214, 5.695)
N (-0.805, -2.314, 0.750)
C (1.349, -1.918, 1.691)
F (-2.231, 2.864, -3.728)
C (-5.497, -1.286, -0.534)
Rb (-1.459, 1.476, 0.526)
F (-1.769, 3.219, -1.347)
H (2.422, -2.687, -1.595)
C (-0.012, -4.818, -0.186)
H (-0.371, -0.683, 5.815)
H (3.217, -0.500, -0.832)
H (-0.550, 1.075, 7.636)
C (2.321, 1.240, 1.492)
C (3.083, -3.587, 1.473)
C (3.478, 3.184, -4.744)
H (1.009, -0.939, 2.004)
C (4.793, 3.574, -4.516)
C (0.909, -4.023, 0.531)
C (4.493, 3.118, -2.169)
H (4.910, 3.090, -1.171)
C (3.137, 1.907, 0.358)
O (1.079, 1.176, 1.271)
C (0.460, -2.760, 0.983)
C (-0.131, -0.776, -2.732)
C (-1.638, -3.074, 0.086)
C (2.633, -2.325, 1.925)
C (0.320, 0.463, -2.290)
O (2.955, 0.804, 2.464)

---

No. 4
C34H26BrN5O2PdS3 | ωB97M-V/def2-TZVPD

## Properties
LUMO energy in Eh: 0.1247
ΔE to the lowest compared entry with this formula, charge and spin in kJ/mol: 368.9
Highest occupied orbital energy in hartree: 0.018
Charge: -2

CARTESIAN COORDINATES (ANGSTROEM)
O (-0.976, -2.624, -1.492)
H (-2.658, 4.461, -5.268)
C (2.361, -0.829, -2.460)
H (-3.442, -3.864, 4.360)
C (-1.730, -3.244, 5.447)
S (-0.449, 0.583, -0.146)
C (-2.224, -3.288, 1.883)
C (1.786, 0.034, -4.684)
S (-0.586, 3.296, 1.269)
C (0.507, -2.355, 5.796)
H (1.434, -1.962, 5.412)
C (-1.940, -3.384, 6.805)
H (-2.868, -3.775, 7.203)
C (-1.770, -3.159, 3.220)
C (1.737, -0.954, -3.712)
C (-0.801, 2.183, -0.213)
H (-1.041, -3.085, 8.728)
N (3.008, -0.438, 0.669)
C (-3.432, 6.101, -4.130)
H (3.717, 2.246, -3.056)
H (-4.196, -4.053, 2.372)
H (5.224, -0.224, 1.939)
N (-1.649, 4.149, -0.881)
N (-0.566, -2.698, 3.568)
H (-2.422, -1.693, -2.643)
H (-4.070, 7.580, -2.721)
C (6.535, 0.453, 0.407)
H (-1.760, -3.222, -3.317)
C (-0.513, -2.733, 4.923)
C (-1.522, -2.310, -2.749)
C (-3.528, 6.657, -2.867)
H (-3.895, 6.587, -4.978)
H (2.430, 2.038, -5.130)
C (6.643, 0.828, -0.920)
N (-1.336, 2.857, -1.168)
Pd (1.148, -1.478, -0.858)
H (7.591, 1.156, -1.327)
H (-0.754, -1.738, -3.273)
H (-3.454, -3.657, -1.807)
C (2.448, 1.218, -4.418)
C (-2.245, 4.854, -1.931)
C (-1.369, -2.926, 0.803)
H (0.016, -2.364, 1.972)
Br (-5.649, -4.586, -0.127)
C (3.192, 0.306, -2.290)
C (-3.100, -3.537, -0.796)
N (-2.503, -3.513, 4.349)
C (0.286, -2.492, 7.156)
C (-3.903, -3.897, 0.274)
H (-1.615, 3.364, -3.324)
H (1.271, -0.109, -5.631)
C (-0.907, -2.995, 7.656)
C (-2.949, 6.046, -1.771)
H (1.225, -1.882, -3.966)
H (5.614, 1.058, -2.762)
C (5.311, 0.057, 0.898)
C (-2.739, 4.913, -4.290)
O (-0.115, -2.487, 0.997)
C (4.163, -0.007, 0.096)
H (2.118, -0.393, 0.115)
C (-1.831, -3.031, -0.516)
H (-3.043, 6.496, -0.798)
C (3.177, 1.325, -3.248)
C (-3.517, -3.777, 1.580)
H (1.062, -2.199, 7.854)
H (2.950, -0.459, 1.675)
C (4.265, 0.374, -1.265)
S (-1.585, 6.086, 1.017)
C (5.517, 0.778, -1.722)
C (-1.341, 4.581, 0.369)
C (-2.150, 4.292, -3.209)
H (7.404, 0.465, 1.054)

---

no.,E_tot (eV)
1,-185495.647
2,-124368.764
3,-142731.230
4,-153252.329